(1)
C4H6BrN | ωB97M-V/def2-TZVPD

The calculation puts the HOMO energy at -8.95 eV. For the LUMO energy, the calculation gives 0.945 eV. The molar mass comes out at 148.003 g mol⁻¹. The gap between HOMO and LUMO is 9.891 eV. For the energy, the calculation gives -2784.6593 hartree. The spin multiplicity is 1. Its energy relative to the best compared isomer or geometry (same formula, charge and spin) is 2.482 eV.

Last column: Mulliken charge in e.
Cartesian coordinates (Å):
C1 -0.195 -0.484 -0.375  0.025
C2 2.296 0.233 0.872  -0.006
C3 0.419 -0.495 0.766  -0.120
C4 -1.535 -0.954 -0.741  -0.987
N1 2.732 0.373 2.019  -0.447
Br1 -0.172 -1.086 2.372  -0.119
H1 0.417 -0.333 -1.244  0.236
H2 2.837 0.307 -0.165  0.249
H3 -2.015 -0.086 -1.146  0.299
H4 -1.274 -1.460 -1.658  0.262
H5 -2.233 -1.456 -0.033  0.357
H6 3.704 0.766 2.121  0.252



(2)
C10H10N3 | ωB97M-V/def2-TZVPD

The calculation puts the HOMO energy at -13.79 eV. For the LUMO energy, the calculation gives -3.521 eV. The molar mass comes out at 172.211 g mol⁻¹. The gap between HOMO and LUMO is 10.272 eV. As for the net charge: +1. For the energy, the calculation gives -550.9299 hartree. The spin multiplicity is 1. Its energy relative to the best compared isomer or geometry (same formula, charge and spin) is 2.293 eV. Its SMILES is N#C[N@+]1(c2ccccc2)C=NCC1.

Last column: Mulliken charge in e.
Cartesian coordinates (Å):
C1 -1.827 1.291 -0.192  0.441
C2 2.585 -0.074 -1.973  -0.490
C3 1.751 1.042 -2.056  -0.593
C4 2.043 -1.165 -1.322  -0.882
C5 0.635 1.229 -1.239  -0.644
C6 0.866 -1.043 -0.530  -0.372
C7 0.177 0.138 -0.472  0.955
C8 -1.888 -0.895 0.426  -0.230
C9 -0.959 -0.782 2.422  -0.532
C10 -0.811 0.638 1.911  -0.343
N1 -2.690 1.934 -0.560  -0.374
N2 -1.920 -1.412 1.529  -0.299
N3 -1.026 0.380 0.407  0.356
H1 3.476 -0.059 -2.500  0.471
H2 2.232 1.815 -2.626  0.351
H3 2.489 -2.032 -1.221  0.536
H4 0.009 2.157 -1.231  0.334
H5 0.396 -1.843 0.013  0.396
H6 -2.496 -1.361 -0.334  0.416
H7 -0.153 -1.533 2.283  0.319
H8 -1.379 -0.906 3.436  0.408
H9 -1.627 1.318 1.995  0.392
H10 0.117 1.164 1.833  0.386



(3)
C4H5NO2 | ωB97M-V/def2-TZVPD

The calculation puts the HOMO energy at -10.36 eV. For the LUMO energy, the calculation gives 0.578 eV. The molar mass comes out at 99.089 g mol⁻¹. The gap between HOMO and LUMO is 10.934 eV. For the energy, the calculation gives -360.6399 hartree. The spin multiplicity is 1. Its energy relative to the best compared isomer or geometry (same formula, charge and spin) is 0.803 eV. Its SMILES is O=C=NCCC=O.

Last column: Mulliken charge in e.
Cartesian coordinates (Å):
O1 -0.366 -1.923 -0.325  -0.470
C1 -0.050 -0.960 -0.985  -0.035
C2 -1.710 0.585 0.448  0.715
O2 -2.661 0.451 -0.225  -0.459
N1 -0.777 0.827 1.181  -0.456
C3 0.867 0.151 -0.463  -0.544
C4 0.582 0.349 1.022  -0.376
H1 -0.436 -0.848 -2.011  0.389
H2 0.722 1.085 -1.030  0.279
H3 1.901 -0.172 -0.628  0.336
H4 0.669 -0.613 1.537  0.288
H5 1.261 1.067 1.480  0.334



(4)
C4H9N3 | ωB97M-V/def2-TZVPD

The calculation puts the HOMO energy (spin up / spin down) at -8.76 / -8.21 eV. For the LUMO energy (spin up / spin down), the calculation gives 0.334 / -0.080 eV. The molar mass comes out at 99.137 g mol⁻¹. The gap between HOMO and LUMO (spin up / spin down) is 9.095 / 8.126 eV. For the energy, the calculation gives -321.8673 hartree. The spin multiplicity is 1. Its energy relative to the best compared isomer or geometry (same formula, charge and spin) is 6.070 eV.

Last column: Mulliken charge in e.
Cartesian coordinates (Å):
N1 0.844 1.917 0.416  -0.546
C1 -1.148 0.148 1.886  -0.305
N2 -0.161 0.074 1.096  -0.381
H1 0.851 2.182 1.403  0.237
H2 1.748 1.486 0.212  0.241
H3 -2.143 -0.212 1.606  0.242
H4 -1.035 0.635 2.851  0.260
C2 -0.036 0.260 -1.413  -0.381
C3 -0.363 -0.692 -0.260  0.628
C4 0.468 -1.864 -0.168  -0.995
N3 0.700 -0.128 -2.370  -0.595
H5 0.751 0.577 -3.105  0.270
H6 -0.628 1.175 -1.424  0.424
H7 -1.424 -0.967 -0.475  0.236
H8 0.965 -2.081 0.766  0.317
H9 0.612 -2.511 -1.020  0.349



(5)
C5H15NO3S | ωB97M-V/def2-TZVPD

The calculation puts the HOMO energy at 0.05 eV. For the LUMO energy, the calculation gives 5.938 eV. The molar mass comes out at 169.246 g mol⁻¹. The gap between HOMO and LUMO is 5.892 eV. As for the net charge: -2. For the energy, the calculation gives -878.1217 hartree. The spin multiplicity is 1. Its energy relative to the best compared isomer or geometry (same formula, charge and spin) is 0.000 eV.

Last column: Mulliken charge in e.
Cartesian coordinates (Å):
C1 -0.044 -1.603 -0.261  -0.494
N1 -0.650 -0.289 -0.170  -0.482
C2 -0.123 0.574 -1.227  0.960
C3 -0.725 0.239 -2.636  -1.009
S1 0.468 -0.544 -3.827  -0.763
C4 -0.470 2.034 -0.994  -1.114
O1 -0.008 2.665 0.209  -0.553
C5 1.159 -1.902 0.629  -0.906
H1 0.147 -1.834 -1.311  0.276
H2 -0.797 -2.383 -0.075  0.301
H3 -0.321 0.128 0.697  0.131
H4 0.964 0.513 -1.326  0.238
H5 -1.437 -0.569 -2.458  0.251
H6 -1.223 1.104 -3.071  0.353
H7 -1.568 2.155 -0.953  0.301
H8 -0.149 2.659 -1.814  0.398
H9 1.065 -2.912 1.064  0.304
H10 2.130 -2.085 0.163  0.316
H11 1.233 -1.160 1.418  0.144
H12 1.462 1.174 2.639  0.088
H13 -0.086 2.033 0.984  0.345
O2 0.580 1.132 2.265  -0.966
H14 -0.554 -1.154 3.334  0.258
H15 -0.220 0.331 3.024  0.432
O3 -0.833 -0.306 3.697  -0.808



(6)
C22H50N3O4 | ωB97M-V/def2-TZVPD

The calculation puts the HOMO energy at -11.49 eV. For the LUMO energy, the calculation gives -3.797 eV. The molar mass comes out at 420.659 g mol⁻¹. The gap between HOMO and LUMO is 7.695 eV. As for the net charge: +1. For the energy, the calculation gives -1333.1546 hartree. The spin multiplicity is 1. Its energy relative to the best compared isomer or geometry (same formula, charge and spin) is 1.091 eV.

Last column: Mulliken charge in e.
Cartesian coordinates (Å):
C1 -3.996 -1.916 -2.478  -1.398
C2 -2.691 -1.540 -1.863  0.549
C3 -2.292 -2.135 -0.559  -0.932
N1 -1.904 -0.707 -2.483  -0.019
C4 -1.444 0.375 -1.865  0.025
N2 -2.093 1.166 -0.995  0.037
C5 -1.257 2.203 -0.577  -0.361
C6 -0.094 2.022 -1.205  -0.633
N3 -0.214 0.898 -1.995  0.028
H1 -4.720 -2.023 -1.671  0.496
H2 -3.944 -2.846 -3.046  0.276
H3 -4.314 -1.109 -3.132  0.343
H4 -3.137 -2.507 0.013  0.423
H5 -1.579 -2.940 -0.747  0.305
H6 -1.780 -1.404 0.071  0.258
H7 -3.041 1.070 -0.672  0.223
H8 -1.560 2.945 0.138  0.572
H9 0.771 2.651 -1.103  0.548
H10 0.505 0.503 -2.578  0.220
C7 0.811 -2.669 3.843  -1.173
C8 -0.527 -2.319 3.217  0.130
O1 -1.256 -3.432 2.728  -0.404
C9 -1.604 -4.420 3.689  -0.328
C10 -2.470 -3.904 4.824  -1.046
H11 1.435 -3.215 3.134  0.301
H12 1.333 -1.759 4.140  0.382
H13 0.695 -3.290 4.731  0.373
H14 -0.360 -1.681 2.345  -0.101
H15 -1.137 -1.738 3.919  0.273
H16 -0.703 -4.902 4.082  0.300
H17 -2.148 -5.181 3.129  0.352
H18 -1.957 -3.152 5.425  0.273
H19 -2.741 -4.726 5.486  0.399
H20 -3.385 -3.456 4.435  0.281
C11 4.388 2.642 0.808  -0.714
C12 4.552 1.439 1.720  -0.355
O2 3.346 0.733 1.975  -0.444
C13 2.689 0.196 0.852  0.611
C14 3.513 -0.805 0.058  -1.259
H21 3.653 3.334 1.219  -0.012
H22 5.339 3.163 0.705  0.416
H23 4.059 2.357 -0.193  0.244
H24 4.899 1.766 2.699  0.365
H25 5.317 0.761 1.327  0.326
H26 2.333 1.006 0.198  -0.185
H27 1.801 -0.302 1.246  0.021
H28 4.405 -0.351 -0.375  0.319
H29 2.921 -1.218 -0.761  0.410
H30 3.834 -1.626 0.700  0.308
C15 -0.215 -1.722 -5.604  -1.146
C16 -1.727 -1.850 -5.513  0.180
O3 -2.385 -1.862 -6.759  -0.482
C17 -2.032 -2.911 -7.650  -0.314
C18 -2.298 -4.303 -7.105  -1.001
H31 0.058 -0.820 -6.155  0.309
H32 0.217 -1.668 -4.601  0.348
H33 0.242 -2.571 -6.112  0.346
H34 -2.129 -0.988 -4.984  0.157
H35 -1.999 -2.738 -4.925  0.042
H36 -0.985 -2.813 -7.959  0.294
H37 -2.638 -2.743 -8.538  0.361
H38 -1.695 -4.523 -6.222  0.245
H39 -2.058 -5.049 -7.862  0.392
H40 -3.348 -4.412 -6.831  0.274
C19 1.841 7.302 3.514  -1.023
C20 2.017 6.073 4.388  -0.264
O4 0.814 5.369 4.648  -0.431
C21 0.129 4.864 3.524  -0.591
C22 0.940 3.875 2.701  -0.275
H41 1.120 7.987 3.960  0.293
H42 2.794 7.821 3.407  0.388
H43 1.488 7.050 2.513  0.252
H44 2.387 6.370 5.369  0.346
H45 2.770 5.401 3.960  0.238
H46 -0.232 5.683 2.890  0.322
H47 -0.754 4.366 3.927  0.372
H48 1.825 4.336 2.262  0.095
H49 0.331 3.481 1.883  -0.108
H50 1.272 3.038 3.317  0.362



(7)
C2H3NS | ωB97M-V/def2-TZVPD

The calculation puts the HOMO energy at -8.48 eV. For the LUMO energy, the calculation gives 0.540 eV. The molar mass comes out at 73.120 g mol⁻¹. The gap between HOMO and LUMO is 9.024 eV. For the energy, the calculation gives -530.8615 hartree. The spin multiplicity is 1. Its energy relative to the best compared isomer or geometry (same formula, charge and spin) is 1.993 eV.

Last column: Mulliken charge in e.
Cartesian coordinates (Å):
C1 -0.633 0.017 0.136  -0.445
C2 0.127 -1.061 0.092  -0.104
N1 0.244 1.097 0.192  -0.351
S1 1.581 -0.116 -0.037  -0.063
H1 -1.711 0.420 0.047  0.273
H2 0.204 -2.114 0.152  0.407
H3 0.188 1.757 -0.582  0.282



(8)
C2H4FP | ωB97M-V/def2-TZVPD

The calculation puts the HOMO energy at -9.66 eV. For the LUMO energy, the calculation gives 1.182 eV. The molar mass comes out at 78.026 g mol⁻¹. The gap between HOMO and LUMO is 10.839 eV. For the energy, the calculation gives -519.7584 hartree. The spin multiplicity is 1. Its energy relative to the best compared isomer or geometry (same formula, charge and spin) is 1.021 eV. Its SMILES is F[C@@H]1CP1.

Last column: Mulliken charge in e.
Cartesian coordinates (Å):
C1 0.176 -0.338 0.391  -0.646
C2 0.384 0.632 -0.693  0.039
F1 -0.058 0.375 -1.986  -0.274
P1 -1.012 1.007 0.504  -0.068
H1 -0.238 -1.278 0.040  0.258
H2 0.915 -0.498 1.070  0.348
H3 1.374 1.175 -0.637  0.319
H4 -1.893 0.337 -0.281  0.023



(9)
C4H4OYb | ωB97M-V/def2-TZVPD

The calculation puts the HOMO energy at -5.07 eV. For the LUMO energy, the calculation gives -0.608 eV. The molar mass comes out at 241.115 g mol⁻¹. The gap between HOMO and LUMO is 4.459 eV. For the energy, the calculation gives -1388.5435 hartree. The spin multiplicity is 1. Its energy relative to the best compared isomer or geometry (same formula, charge and spin) is 0.000 eV.

Last column: Mulliken charge in e.
Cartesian coordinates (Å):
O1 1.075 0.568 0.992  -0.336
C1 0.042 0.340 0.356  0.095
C2 -1.227 1.000 0.579  -0.231
C3 -2.319 0.279 0.857  0.131
C4 -3.044 -0.580 1.508  -0.629
H1 -0.032 -0.609 -0.213  0.333
H2 -1.191 2.062 0.839  0.302
H3 -3.889 -1.078 1.029  0.261
Yb1 3.121 -0.961 1.986  -0.178
H4 -2.486 -1.196 2.337  0.253



(10)
C6H10BrN4 | ωB97M-V/def2-TZVPD

The calculation puts the HOMO energy at -12.50 eV. For the LUMO energy, the calculation gives -5.126 eV. The molar mass comes out at 218.078 g mol⁻¹. The gap between HOMO and LUMO is 7.373 eV. As for the net charge: +1. For the energy, the calculation gives -3027.1421 hartree. The spin multiplicity is 1. Its energy relative to the best compared isomer or geometry (same formula, charge and spin) is 6.685 eV.

Last column: Mulliken charge in e.
Cartesian coordinates (Å):
C1 0.075 0.868 -1.007  -0.012
C2 -1.273 1.189 -1.144  0.223
C3 0.829 -1.112 1.750  -0.450
C4 0.383 -1.276 0.394  -0.225
C5 -0.665 -1.083 1.405  -0.743
C6 2.244 2.116 -1.631  -0.782
N1 -1.325 2.264 -1.937  -0.316
N2 -0.069 2.652 -2.190  -0.539
N3 0.799 1.824 -1.625  0.629
N4 -1.603 -2.173 1.453  -0.263
Br1 -2.833 0.221 -0.727  -0.156
H1 1.197 -2.014 2.199  0.268
H2 1.251 -0.100 2.170  0.241
H3 0.460 -2.002 -0.325  0.452
H4 -1.169 -0.259 1.608  0.708
H5 2.560 1.906 -0.654  0.297
H6 2.593 1.293 -2.303  0.316
H7 2.350 3.166 -1.891  0.310
H8 -1.255 -3.093 1.545  0.366
H9 -2.208 -2.194 0.665  0.278
H10 -2.341 -2.192 2.246  0.399



(11)
C4H11N2O | ωB97M-V/def2-TZVPD

The calculation puts the HOMO energy at -2.13 eV. For the LUMO energy, the calculation gives 3.601 eV. The molar mass comes out at 103.145 g mol⁻¹. The gap between HOMO and LUMO is 5.730 eV. As for the net charge: -1. For the energy, the calculation gives -343.7113 hartree. The spin multiplicity is 1. Its energy relative to the best compared isomer or geometry (same formula, charge and spin) is 1.629 eV. Its SMILES is NCNCCC[O-].

Last column: Mulliken charge in e.
Cartesian coordinates (Å):
C1 1.104 -0.422 0.124  -0.366
C2 0.377 -1.366 1.118  -0.819
C3 -0.670 -0.693 2.071  -0.249
O1 -0.885 -1.540 3.112  -0.892
N1 0.188 -0.171 -0.990  -0.390
C4 -0.049 1.252 -1.237  -0.445
N2 -0.880 1.368 -2.459  -0.630
H1 1.987 -1.017 -0.143  0.199
H2 1.467 0.474 0.635  0.314
H3 1.085 -1.840 1.783  0.388
H4 -0.148 -2.207 0.655  0.259
H5 -1.515 -0.386 1.395  0.049
H6 -0.320 0.301 2.477  0.146
H7 -0.730 -0.569 -0.873  0.312
H8 0.949 1.729 -1.308  0.324
H9 -0.657 1.716 -0.463  0.336
H10 -0.368 1.001 -3.256  0.236
H11 -0.936 2.368 -2.641  0.230



(12)
C22H23ClN2O4 | ωB97M-V/def2-TZVPD

The calculation puts the HOMO energy at -8.51 eV. For the LUMO energy, the calculation gives 0.589 eV. The molar mass comes out at 414.889 g mol⁻¹. The gap between HOMO and LUMO is 9.097 eV. For the energy, the calculation gives -1722.8336 hartree. The spin multiplicity is 1. Its energy relative to the best compared isomer or geometry (same formula, charge and spin) is 1.450 eV. Its SMILES is COc1ccc(N2C(=O)C[C@@H](N3CCC(O)(c4ccc(Cl)cc4)CC3)C2=O)cc1.

Last column: Mulliken charge in e.
Cartesian coordinates (Å):
C1 4.451 -2.367 -6.370  -0.844
H1 4.680 -2.045 -7.384  0.239
O1 3.783 -1.283 -5.769  -0.455
C2 3.376 -1.402 -4.479  0.882
C3 3.564 -2.527 -3.683  -0.333
C4 3.104 -2.540 -2.378  -0.893
C5 2.464 -1.430 -1.850  0.167
C6 2.276 -0.300 -2.639  -0.090
C7 2.723 -0.290 -3.941  -0.844
H2 2.584 0.575 -4.568  0.421
H3 1.773 0.564 -2.235  0.342
N1 2.003 -1.441 -0.507  0.386
C8 0.751 -0.988 -0.141  -0.542
O2 -0.112 -0.653 -0.910  -0.570
C9 0.649 -1.051 1.379  1.051
N2 0.681 0.256 2.029  0.112
C10 -0.045 0.284 3.285  -1.596
C11 -1.565 0.389 3.105  -1.020
H4 -1.933 -0.484 2.565  0.424
H5 -2.037 0.436 4.086  0.638
C12 -1.912 1.656 2.313  1.733
C13 -3.402 1.798 2.016  -0.268
C14 -3.848 2.950 1.371  -0.296
C15 -5.185 3.148 1.084  -1.063
C16 -6.106 2.180 1.446  0.429
C17 -5.691 1.027 2.089  -1.022
C18 -4.349 0.845 2.371  -0.060
H6 -4.055 -0.058 2.881  0.365
H7 -6.413 0.277 2.372  0.407
Cl1 -7.782 2.414 1.093  -0.219
H8 -5.510 4.046 0.583  0.401
H9 -3.146 3.717 1.075  0.324
C19 -1.134 1.615 0.980  -0.828
C20 0.364 1.432 1.249  -1.085
H10 0.725 2.288 1.829  0.519
H11 0.916 1.404 0.307  0.356
H12 -1.508 0.793 0.370  0.434
H13 -1.284 2.542 0.424  0.478
O3 -1.484 2.746 3.118  -0.646
H14 -1.714 3.570 2.676  0.494
H15 0.300 1.159 3.840  0.499
H16 0.205 -0.611 3.857  0.448
C21 1.893 -1.847 1.795  -1.041
C22 2.747 -1.942 0.552  0.337
O4 3.859 -2.384 0.464  -0.600
H17 2.446 -1.337 2.583  0.374
H18 1.661 -2.857 2.138  0.307
H19 -0.278 -1.594 1.614  0.314
H20 3.256 -3.416 -1.768  0.371
H21 4.063 -3.403 -4.065  0.383
H22 3.817 -3.258 -6.408  0.340
H23 5.383 -2.604 -5.847  0.336